# 1
A cluster of 10 separate species, C20H60O10 in total at a distorted geometry. Source: OMol25; level of theory: the ωB97M-V functional and the def2-TZVPD basis.

```
! RIJCOSX wB97M-V def2-TZVPD def2/J DEFGRID3
* xyz 0 1
H -7.89 -9.21 -32.67
C -6.79 -9.51 -34.43
H -7.13 -10.52 -34.68
H -13.95 -16.03 -36.53
H -5.27 -10.18 -35.39
O -15.47 -10.74 -26.14
O -6.73 -20.00 -36.89
H 0.80 -6.79 -30.20
C -5.65 -13.46 -40.67
C -14.81 -9.54 -26.38
C -6.83 -9.32 -32.92
O -15.41 -14.54 -36.18
C 1.46 -6.34 -30.93
C -9.41 -15.74 -28.38
H -14.03 -14.75 -37.61
H -9.40 -15.02 -26.39
O -3.38 -1.07 -31.31
C -5.18 -9.16 -24.15
H -0.87 -7.11 -32.95
H -2.93 -1.63 -31.95
H -13.16 -13.08 -36.22
H -3.07 -5.97 -38.71
H -1.91 -6.99 -41.30
O -9.12 -17.06 -28.23
H -2.02 -3.97 -40.48
H -8.59 -19.77 -36.05
H -5.61 0.75 -33.13
O -5.32 -6.88 -23.63
H -13.85 -9.63 -25.86
O -5.51 -9.46 -34.81
C -2.05 -4.98 -40.06
H -10.69 -14.28 -27.41
C -14.51 -9.22 -27.92
H -10.95 -15.87 -26.90
H 1.64 -6.25 -33.17
H -6.54 -17.43 -35.77
C -6.88 -12.62 -40.71
H -3.98 1.17 -32.82
H -15.17 -11.15 -25.33
H -5.13 -13.41 -41.63
H -15.82 -14.23 -36.99
H -10.00 -15.66 -29.29
H -6.22 -10.11 -32.49
H -15.38 -8.75 -28.39
C -10.14 -15.19 -27.18
H -4.87 -9.35 -23.12
O -4.82 -13.07 -39.56
H -7.60 -12.87 -39.93
H -8.51 -15.17 -28.62
C -14.10 -14.96 -36.55
H -4.16 -0.20 -33.77
H -4.36 -13.86 -39.26
C -7.70 -19.21 -36.34
C -13.00 -14.09 -35.85
H -12.01 -14.47 -36.12
C 1.07 -6.73 -32.38
H -13.71 -8.49 -27.98
H -8.12 -18.71 -37.21
H -1.18 -5.22 -39.43
H -5.13 -1.64 -32.07
H -15.37 -8.74 -25.90
C -4.65 -0.70 -31.80
H -1.41 -5.52 -41.96
H -5.19 -5.98 -23.94
H -6.04 -19.42 -37.21
C -4.87 -7.69 -24.64
H 1.17 -7.77 -32.67
H -3.84 -7.34 -24.72
O -3.17 -5.18 -39.25
H -7.45 -12.83 -41.61
O -0.37 -6.43 -32.48
H -14.16 -10.04 -28.54
H -8.10 -17.83 -34.82
H -3.13 -5.73 -41.79
H -8.17 -17.07 -28.12
H -5.30 -0.32 -31.01
H -5.36 -7.61 -25.61
H -13.16 -14.06 -34.77
H -6.49 -18.57 -34.53
C -4.63 0.31 -32.93
H -6.25 -9.31 -24.07
H -6.00 -14.48 -40.50
C -7.17 -18.17 -35.29
H -6.33 -8.38 -32.69
H -4.69 -9.92 -24.77
C -2.18 -5.94 -41.30
H 2.41 -6.76 -30.61
H -6.57 -11.57 -40.69
H -7.34 -8.78 -35.02
H 1.55 -5.25 -30.84
*
```

Results
HOMO-LUMO gap   0.3744 Eh
Energy   -42181.5379 eV
Structure (SMILES)   CCO.CCO.CCO.CCO.CCO.CCO.CCO.CCO.CCO.CCO
Energy relative to the best compared isomer or geometry (same formula, charge and spin)   507.53 kJ/mol

# 2
A cluster of 10 separate species, C20H60O10S10 in total at a distorted geometry. Source: OMol25; level of theory: the ωB97M-V functional and the def2-TZVPD basis.

```
! RIJCOSX wB97M-V def2-TZVPD def2/J DEFGRID3
* xyz 0 1
H 0.97 -1.40 3.98
O 3.22 2.79 5.69
C 1.29 -5.55 -0.51
H 1.89 -1.95 -1.81
H -2.57 -4.26 -2.43
H 0.77 -1.25 1.76
C -1.93 -2.86 1.55
H -0.26 -2.35 6.03
H -1.12 3.38 -4.32
H 0.57 -6.19 -3.92
H 1.77 3.57 -1.59
C -5.63 0.21 -0.48
S 3.39 2.15 4.36
S 0.29 0.05 5.69
H 2.50 2.66 2.21
C 1.77 4.41 -2.28
C -3.68 1.51 -1.78
H -0.21 -1.66 7.61
C 0.23 -5.55 -3.11
H 1.76 0.08 3.63
H -5.96 0.53 -1.47
H -3.96 1.37 -2.82
H -6.10 -0.76 -0.31
H 1.18 5.22 -1.83
C 2.27 3.06 3.20
H 2.44 4.13 3.11
H -5.89 0.82 0.37
S 3.98 0.94 -4.82
H 3.63 2.16 -2.70
H -0.42 -4.81 -3.58
O 0.56 -3.80 1.78
H -1.81 2.30 2.77
H -0.90 4.34 -2.79
O 2.84 1.32 -5.71
H 2.36 1.08 -2.95
O -2.63 -0.72 -3.44
C 4.98 2.83 3.69
H -0.51 2.72 -2.83
O -3.18 0.40 0.66
H -5.20 -1.42 -3.09
O 2.82 -5.67 -2.73
H 1.25 -2.01 6.96
H -1.44 -3.00 -1.99
C 1.25 -1.75 -0.96
H 4.52 3.35 -4.76
H 4.05 0.41 -2.53
S -2.99 -2.16 -3.64
H -1.94 6.28 0.34
H -1.18 4.95 -0.45
H 5.78 2.15 3.98
H -5.06 -3.23 -3.08
H 0.22 -1.87 -1.30
H 1.25 -6.64 -0.44
C 1.46 -0.56 4.46
C 0.56 -0.32 1.24
H 1.63 -2.45 -0.21
H 2.15 -5.30 0.10
H -2.58 -2.24 2.16
C -1.91 5.19 0.34
S -1.41 4.75 2.01
H -4.10 2.45 -1.43
H -2.45 -3.55 0.89
O 0.07 4.77 2.06
S -3.83 0.02 -0.66
H -1.37 -2.18 0.90
H 0.58 0.52 1.94
O 1.29 5.14 -4.90
S 1.61 -0.13 -0.24
H 1.20 2.95 3.38
C -2.49 -3.20 -2.19
H 2.75 4.85 -2.51
H -2.46 -4.53 4.12
H -1.74 -5.59 2.77
H -0.34 -6.15 -2.41
C -0.47 3.61 -3.47
H 0.39 -5.05 -0.16
H -0.49 -0.31 0.92
H -5.01 -2.36 -4.62
O 1.09 0.87 6.68
S 1.29 3.95 -3.95
H -2.99 -3.09 -1.22
C -1.58 -4.85 3.55
C 3.45 1.15 -3.05
H -0.92 -5.21 4.34
C 0.29 -1.62 6.64
O 0.85 0.89 -1.05
H 5.14 3.19 2.68
H -2.82 4.74 -0.05
C -1.78 2.95 1.90
H 2.37 -0.85 4.98
S 1.68 -4.88 -2.16
C 5.04 2.42 -4.97
S -0.61 -3.51 2.69
C -4.76 -2.30 -3.57
H 5.11 3.71 4.33
H -2.78 2.81 1.49
H -1.06 2.64 1.14
H 5.53 2.44 -5.94
H 5.75 2.37 -4.14
H -2.59 1.56 -1.76
*
```

Results
HOMO-LUMO gap   0.2940 Eh
Energy   -150528.4625 eV
Energy relative to the best compared isomer or geometry (same formula, charge and spin)   403.28 kJ/mol

# 3
A cluster of 10 separate species, C20H60O20S5 in total at a distorted geometry. Source: OMol25; level of theory: the ωB97M-V functional and the def2-TZVPD basis.

```
! RIJCOSX wB97M-V def2-TZVPD def2/J DEFGRID3
* xyz 0 1
H -2.64 4.05 2.99
H -3.79 -1.25 -1.20
H 1.18 5.03 -2.80
H 1.48 -0.16 -1.71
H -4.89 2.82 -2.25
H -0.27 -4.18 -1.35
C 1.04 -0.74 4.76
O 2.92 -2.06 -3.31
C 1.62 4.83 -4.93
O 0.88 3.05 -3.48
O 0.05 3.53 -1.25
H 2.10 -3.46 -1.16
O 2.72 -0.08 1.42
C 2.84 0.84 -5.60
C 5.12 -0.23 2.39
H 4.57 -3.60 0.83
H -7.48 -3.55 -0.53
H 3.94 -4.08 3.79
H 0.67 -0.27 1.27
S 2.31 -0.85 -3.71
H 0.71 -2.41 -0.57
H -4.96 1.43 -0.44
C -5.42 -4.10 -0.41
H 4.84 1.12 -6.31
H 3.25 0.19 -1.86
H 2.04 2.50 8.43
H 5.52 -3.02 2.17
H -0.85 0.98 0.29
C 2.28 0.25 -2.33
C 3.98 1.73 -6.04
C -2.19 -3.66 0.88
C 1.26 -3.34 -0.48
H 5.27 -0.87 3.24
H -0.08 2.74 7.20
S -0.33 2.88 -2.46
H -2.67 -1.62 -3.77
O 4.43 -1.19 0.01
H -2.32 -2.91 0.09
H -7.16 -4.95 0.52
H -1.71 -4.57 0.54
C -1.55 3.83 -3.34
H 2.61 4.11 -3.21
H 0.41 -1.45 4.22
H 2.21 5.75 -4.97
H -5.43 -4.72 -1.30
O -0.11 -0.79 1.04
H -0.41 1.10 7.30
H 4.79 0.79 2.61
C -4.20 2.21 -0.52
H -3.12 -0.05 -2.29
C -2.11 4.40 1.15
C 1.51 1.58 8.21
S -3.77 -3.91 1.60
C -6.80 -3.98 0.21
H 2.02 1.25 -2.66
H -0.54 -0.31 -0.92
O -3.64 -4.76 2.73
O 3.37 -0.08 -4.63
H -4.98 -3.14 -0.70
H -1.79 3.38 0.91
C -3.69 -0.98 -2.25
H 4.88 -5.21 2.83
H 6.05 -0.11 1.83
O -0.72 1.53 -2.48
C 4.51 -3.31 1.88
H 1.66 -3.36 0.53
H -1.56 -3.20 1.64
H 0.67 5.03 -5.40
H 2.19 4.14 -5.55
H 2.40 0.34 -6.46
H -2.22 4.27 -2.61
H -2.07 3.25 -4.09
H -4.48 3.11 0.03
H 2.05 1.42 -5.12
H -2.71 4.71 0.28
O -4.03 2.55 -1.92
H 1.17 -1.04 5.80
O -2.95 4.59 2.26
H -1.02 4.66 -3.81
O 1.04 -0.85 -4.37
C -0.89 -0.09 0.09
C 1.58 4.30 -3.51
H -1.92 -0.45 0.05
H 2.19 0.80 7.86
H -6.76 -3.29 1.05
O 0.99 1.60 5.85
H 3.66 2.34 -6.89
H -1.24 5.06 1.12
H 4.28 2.42 -5.25
O -4.39 -2.63 1.71
O -4.51 -4.77 0.51
H 2.02 -0.61 4.31
H 3.19 -4.96 2.44
S 3.88 -0.89 1.30
H -3.22 1.92 -0.17
H 1.10 1.17 9.13
C 0.43 1.78 7.16
O 0.37 -4.45 -0.68
O -1.15 0.57 5.19
O 0.42 1.45 3.52
H -4.73 -0.87 -2.59
S 0.18 0.78 4.74
O 3.54 -2.26 2.01
C 4.10 -4.46 2.78
O -3.08 -2.02 -3.00
*
```

Results
HOMO-LUMO gap   0.3553 Eh
Energy   -116834.6763 eV
Structure (SMILES)   CCOS(C)(=O)=O.CCOS(C)(=O)=O.CCOS(C)(=O)=O.CCOS(C)(=O)=O.CCOS(C)(=O)=O.CO.CO.CO.CO.CO
Energy relative to the best compared isomer or geometry (same formula, charge and spin)   89.31 kJ/mol

# 4
A cluster of 8 separate species, C20H61N5O8 in total at a distorted geometry. Source: OMol25; level of theory: the ωB97M-V functional and the def2-TZVPD basis.

```
! RIJCOSX wB97M-V def2-TZVPD def2/J DEFGRID3
* xyz 0 1
H 14.03 7.95 8.89
H 15.59 9.84 14.00
H 10.28 13.51 10.44
H 15.66 8.39 11.90
O 15.86 7.33 9.62
H 13.22 11.58 11.81
H 15.36 7.66 7.68
C 11.59 15.36 8.59
H 19.36 10.74 16.19
H 12.74 13.91 15.46
H 9.49 17.14 11.81
H 15.72 15.32 13.00
H 11.39 14.82 6.10
H 12.84 13.68 8.82
H 15.03 13.96 14.62
H 12.39 15.79 7.88
H 12.20 15.23 11.24
H 14.54 11.06 11.59
H 10.68 12.66 8.94
H 9.44 15.26 14.62
H 17.33 8.74 8.15
C 17.74 10.04 14.12
C 11.01 13.69 14.17
H 16.35 12.91 15.42
H 19.27 15.06 10.84
H 16.37 14.70 15.58
H 16.60 5.66 8.64
H 14.81 12.83 10.48
H 13.60 10.49 7.96
C 14.59 10.31 7.63
C 11.09 13.11 9.79
C 9.11 16.21 12.13
H 18.69 11.64 9.94
C 16.47 9.93 13.32
C 15.54 9.48 8.67
H 19.09 13.93 12.05
C 12.17 14.18 9.49
H 12.05 13.64 12.35
H 11.34 15.09 15.76
C 15.10 8.09 8.63
H 17.45 11.04 9.26
C 17.40 15.15 11.77
H 16.17 5.49 10.39
H 13.66 15.09 10.60
O 13.64 11.10 11.14
H 17.07 16.07 13.74
O 16.95 13.98 13.81
H 11.65 12.25 10.32
H 16.98 11.05 11.77
H 16.85 7.72 13.03
H 16.20 16.23 10.62
H 14.96 5.56 9.05
H 11.32 16.27 9.23
O 17.59 10.99 15.14
N 16.92 9.68 8.16
N 12.81 14.60 10.72
O 17.76 11.69 9.94
H 11.20 12.29 12.78
H 9.64 14.35 6.07
H 17.44 8.74 11.77
H 16.92 14.26 11.37
H 18.55 10.32 13.42
H 16.15 11.89 12.91
H 8.96 13.96 13.47
H 10.60 12.92 14.86
H 10.91 13.33 6.88
C 15.90 5.96 9.43
N 17.03 16.35 11.12
H 15.47 9.82 9.73
H 15.03 11.30 7.33
N 16.17 11.05 12.41
O 10.22 15.47 12.72
H 17.93 8.99 14.47
O 15.22 13.29 9.75
C 9.78 14.66 13.73
H 8.41 16.47 12.99
C 16.10 13.84 14.96
C 16.79 15.19 13.16
C 11.96 14.53 15.05
H 8.62 15.66 11.31
H 17.67 16.61 10.38
H 19.50 11.83 14.92
C 18.86 15.02 11.86
N 11.75 13.05 13.08
H 19.31 15.68 12.64
H 16.11 12.87 9.68
H 14.57 9.63 6.77
C 18.80 11.51 15.66
H 16.84 10.01 7.19
O 10.40 14.95 7.94
C 16.64 8.63 12.47
C 10.59 14.35 6.69
H 18.58 12.42 16.23
H 12.45 15.23 14.41
*
```

Results
HOMO-LUMO gap   0.3407 Eh
Energy   -45556.2456 eV
Structure (SMILES)   COC[C@H](C)N.COC[C@H](C)N.COC[C@H](C)N.COC[C@H](C)N.COC[C@H](C)N.O.O.O
Energy relative to the best compared isomer or geometry (same formula, charge and spin)   164.25 kJ/mol